132
Properties=species:S:1:pos:R:3:forces:R:3:lowdin_charge:R:1 method="wB97M-V/def2-TZVPD" homo_energy_ev="-9.141 / -9.141" multiplicity=2 total_charge=+1 orbital_gap_ev="5.4 / 2.5"
As 0.0359 -1.0303 0.3041 -1.6 -1.4 0.4 1.046
V 1.9210 2.1147 -1.2691 0.6 1.7 0.2 0.995
F 0.8024 0.4018 -0.4826 -0.8 -0.7 0.3 -0.279
F -0.5837 -2.4943 1.0979 1.0 1.3 -1.0 -0.225
F -3.5287 0.3739 3.6833 -0.4 0.2 -0.8 0.073
F 1.7202 -1.7261 0.3594 -1.7 1.2 0.0 -0.257
F 0.1305 -0.2481 1.9418 0.3 -1.0 -2.2 -0.248
F -3.1951 0.3570 -1.6004 -0.4 0.0 -0.6 0.035
F -0.1473 -1.7468 -1.3936 0.5 0.6 2.6 -0.261
F -1.6051 -0.4193 0.2063 1.8 -0.2 -0.2 -0.213
O 1.0742 2.7901 0.8765 0.5 -0.7 -0.8 -0.028
O 8.3407 -2.1731 1.2255 -2.0 -0.6 -0.4 0.156
O 6.1608 -1.1215 5.5054 -0.2 -0.1 -0.3 0.044
O -3.0814 -3.9209 0.1991 0.8 0.0 -0.2 0.038
O 1.9472 1.2527 2.9855 -0.5 1.7 -0.3 0.016
O 2.6477 1.2472 -3.2415 -0.8 -0.4 0.7 -0.020
O -0.7667 -0.4649 -3.5274 0.2 1.6 -0.9 -0.012
O 0.0506 1.9643 -2.8496 2.2 0.5 0.9 -0.066
O -7.6556 -4.7076 3.0695 0.0 -0.9 -0.1 0.039
O 2.0026 3.6463 -1.7504 0.5 -2.4 1.1 -0.245
O 3.0948 -3.7971 0.8805 4.1 0.1 0.0 0.133
O -2.9679 6.5535 -3.2654 0.2 0.1 0.0 0.060
O -3.5589 5.7958 1.5845 1.6 0.1 -0.8 0.029
O 3.2156 1.6358 -0.4284 -1.4 1.0 -1.7 -0.292
O 0.0869 -3.1974 -8.3016 0.0 0.2 0.8 0.047
O 5.9270 -3.0453 -2.3456 -0.6 -0.2 0.6 0.030
C -1.2510 5.1837 -4.0917 0.3 -0.8 -1.0 -0.014
C -0.0811 -2.4432 -7.1455 0.7 0.7 -1.6 -0.324
C -0.5206 3.9950 -4.0854 -0.1 -0.7 1.4 0.004
C 5.0872 -0.5771 4.8427 -0.8 -1.0 -0.3 -0.307
C -2.5045 0.3409 4.5276 0.6 -1.1 1.3 -0.310
C 2.7813 -1.1233 -2.6537 1.0 0.1 0.0 0.020
C -1.5003 -0.5968 4.3893 1.1 -0.3 -0.6 -0.022
C -1.5368 0.9735 6.6298 -0.8 0.7 0.0 -0.087
C -5.3875 1.1712 -2.2564 1.0 0.8 -0.1 -0.009
C -6.6272 2.3476 -0.5337 -1.7 -0.4 -2.2 -0.095
C 2.9451 0.6178 3.6377 -0.5 -0.3 -0.6 -0.307
C 7.0198 -2.4787 1.0642 1.9 2.0 -0.1 -0.235
C -0.0462 3.5196 1.1014 -2.9 1.5 -0.2 -0.311
C -0.4486 -0.6890 5.3171 -1.7 -0.1 -0.8 -0.064
C 4.9581 0.7942 4.8829 0.6 -0.9 0.1 -0.006
C 3.3678 0.0748 -3.0711 1.2 -0.7 0.0 -0.285
C -6.4680 1.9597 -1.8937 0.1 -0.4 1.4 -0.061
C -2.3702 5.0511 1.4128 -1.3 1.5 -0.2 -0.296
C 5.4399 -4.2706 0.9983 0.8 -0.5 -0.2 0.054
C 6.7213 -3.8172 1.0000 -0.2 -2.4 0.8 0.036
C -0.2004 -3.0955 -5.9704 -0.3 -2.4 1.6 -0.025
C -1.1848 3.0228 1.7826 1.0 -0.2 -1.0 0.022
C 4.4180 -3.3407 0.8943 -4.3 -0.1 -0.4 -0.198
C -0.4632 -1.1192 -4.7182 -1.6 0.4 0.6 -0.289
C -0.7476 3.0623 -3.0585 -1.6 1.1 0.6 -0.293
C -6.0955 -3.3236 2.1506 1.6 0.1 -0.8 -0.006
C -4.7191 -5.4604 0.9678 -0.6 -0.2 0.3 -0.002
C -5.9249 -5.7103 1.6566 0.7 1.2 0.2 -0.002
C 4.7490 0.1998 -3.2491 -1.2 1.0 0.2 0.006
C -4.6194 1.2238 0.0403 0.7 -0.4 -0.8 -0.022
C -2.3614 3.7671 1.8642 1.3 -1.0 1.1 -0.023
C -0.0998 -1.0611 -7.1073 -0.7 0.8 0.7 -0.005
C 3.8574 1.3984 4.3039 0.4 0.2 0.1 0.013
C 4.1200 -1.3550 4.1478 2.5 -0.4 1.4 -0.040
C -6.5239 -4.6231 2.2987 -0.8 0.3 0.0 -0.340
C -0.4177 -0.3888 -5.9045 1.1 -0.6 -0.6 0.009
C 3.1038 -0.7586 3.5186 -1.1 0.8 -0.6 -0.050
C -0.1180 4.7809 0.5307 -1.0 0.1 0.4 0.003
C -4.9107 -3.1070 1.4379 -1.4 0.3 0.4 -0.012
C -4.2287 -4.1649 0.8726 -0.8 -0.4 0.3 -0.356
C 5.6074 -0.8295 -2.9926 0.6 1.5 -0.6 -0.027
C -2.2430 5.4027 -3.1789 -0.8 -0.5 1.3 -0.311
C -1.2621 5.5693 0.7347 0.3 -0.3 -0.5 0.007
C -2.5275 4.4481 -2.1623 0.8 0.4 -0.8 0.007
C -4.3808 0.9284 -1.3053 -1.4 0.1 0.9 -0.267
C -1.7721 3.2896 -2.0928 0.7 0.5 -1.2 0.005
C 3.6691 -2.1639 -2.3715 1.2 0.8 -0.1 0.026
C 6.0055 -1.5182 0.8934 -2.0 -0.5 -0.3 0.065
C -0.5274 0.1017 6.4469 2.2 -1.1 0.1 -0.113
C -2.5464 1.0680 5.6843 -0.4 1.5 0.6 -0.010
C -5.7714 1.9025 0.4113 1.4 0.6 0.6 -0.103
C 5.0695 -1.9794 -2.5875 -1.4 -3.1 0.9 -0.316
C -0.4482 -2.4978 -4.7505 1.0 0.9 -0.1 -0.002
C 4.6768 -1.9543 0.7479 2.9 1.3 0.3 0.041
H -0.5261 0.6835 -5.9731 0.0 0.1 0.4 0.113
H -5.2872 0.9573 -3.3103 0.3 -0.4 0.0 0.114
H -1.4564 -1.2471 3.5281 -0.3 0.0 -0.1 0.097
H 3.3101 -3.0673 -1.9011 0.0 -0.3 -0.4 0.119
H 3.9886 -1.1453 0.5522 -0.6 -0.5 0.1 0.118
H -6.6634 -2.4993 2.5562 0.0 -0.1 0.1 0.121
H -3.3327 1.7883 5.8557 -0.3 0.0 -0.1 0.119
H -7.5411 2.8390 -0.2344 0.1 0.4 -0.1 0.103
H 8.4547 -1.2257 1.1198 0.2 0.5 0.1 0.132
H -0.8790 -0.9381 -2.6997 0.0 -1.0 -0.4 0.056
H -1.1238 1.9958 2.1112 -0.3 -0.1 0.3 0.098
H -7.7916 -5.6476 3.2089 -0.5 -0.1 0.3 0.095
H 0.2767 -1.4687 5.1370 0.3 0.2 0.2 0.104
H -5.8737 2.2906 1.4140 -0.1 -0.5 0.3 0.106
H -4.1218 5.4044 2.2565 0.1 -0.3 0.0 0.093
H 5.2076 -5.3248 0.9657 0.0 0.0 0.2 0.149
H 3.0367 1.6770 -4.0067 -0.3 0.7 0.0 0.140
H -3.1956 3.4164 2.4538 -0.1 -0.3 -0.2 0.118
H -0.3092 1.0908 -3.0201 -0.9 -0.8 -0.7 0.049
H -4.6202 -2.0832 1.2542 0.4 0.1 0.0 0.108
H -6.3910 -6.6782 1.7673 0.3 -0.2 -0.2 0.110
H 6.5664 -3.1227 -3.0575 0.1 0.1 -0.1 0.110
H 7.5304 -4.5268 1.0899 0.1 0.0 -0.2 0.148
H 5.8114 1.2407 5.3716 -0.3 0.8 0.1 0.127
H -3.2633 4.6724 -1.4042 -0.2 -0.1 0.0 0.115
H 6.0404 -2.0739 5.5181 0.1 -0.2 0.1 0.100
H -2.7425 -3.1296 0.6240 0.5 0.2 -0.4 0.060
H -7.1953 2.1832 -2.6601 -0.1 0.2 0.2 0.104
H 0.2621 3.8536 -4.8160 0.0 -0.2 0.0 0.115
H -4.1342 -6.2507 0.5208 -0.1 -0.1 -0.1 0.114
H 6.6791 -0.7100 -3.0529 0.1 0.0 -0.2 0.136
H 0.2497 0.0490 7.1952 0.1 -0.1 0.1 0.108
H -0.4714 -2.9908 -3.7899 -0.2 -0.6 -0.2 0.118
H -1.0910 5.8539 -4.9233 0.0 0.3 0.2 0.123
H -1.2344 6.5337 0.2493 -0.5 0.2 0.2 0.122
H 2.5951 -3.0819 0.4802 -1.0 0.5 0.1 0.042
H -0.0933 -4.1702 -5.9630 -0.1 -0.2 -0.2 0.127
H 0.5468 -2.7005 -8.9823 -0.1 0.2 0.0 0.101
H -3.8711 0.9088 0.7524 0.1 0.1 0.2 0.095
H 0.0717 -0.4457 -7.9781 -0.2 -0.1 -0.3 0.113
H -1.9438 2.5629 -1.3125 0.0 -0.1 0.1 0.107
H 6.1773 -0.4534 0.8383 0.3 0.0 0.1 0.141
H 2.5020 -1.4150 2.9074 -0.7 0.4 0.0 0.107
H 4.1523 -2.4296 4.0449 0.5 -0.3 0.3 0.115
H 5.1067 1.1889 -3.4942 0.2 0.1 -0.1 0.134
H -3.3802 6.7072 -2.4122 -0.3 0.1 0.1 0.103
H 0.6727 5.1094 -0.1277 0.1 0.2 0.2 0.114
H -1.4794 1.5746 7.5252 -0.5 0.2 0.0 0.113
H 1.1409 0.7639 2.8051 0.2 -0.8 0.3 0.052
H 1.3495 2.5187 1.7552 1.2 -0.9 0.3 0.084
H 1.7207 -1.2968 -2.5471 -0.1 0.3 0.0 0.094
H 3.7340 2.4708 4.3362 -0.1 0.0 0.0 0.128

---

14
Properties=species:S:1:pos:R:3:forces:R:3:lowdin_charge:R:1 method="wB97M-V/def2-TZVPD" homo_energy_ev=-13.116 multiplicity=1 total_charge=+1 relative_energy_kcal_mol=66.2 orbital_gap_ev=9.3
N 0.0659 -0.3765 -2.0458 0.9 1.8 -3.4 0.032
N -0.0896 1.5171 0.2707 0.3 3.2 0.5 0.212
C 0.1059 0.1266 0.3944 2.1 -4.7 -3.3 -0.301
C -0.2278 -0.7600 1.5691 -1.6 0.7 1.8 -0.051
C 0.4642 -0.5698 -0.7725 0.7 -2.6 3.2 -0.166
H -0.7166 -0.8341 -2.5291 -0.2 0.4 1.4 0.127
H -1.3109 -1.1028 1.4164 1.5 0.1 0.1 0.113
H 0.4076 -1.6564 1.8379 -0.4 1.2 -1.0 0.118
H 0.8288 -0.5241 -2.7229 -0.3 0.1 0.5 0.111
H 0.3648 2.1159 1.0001 -0.1 -1.1 0.0 0.205
H -0.3158 -0.1799 2.5110 0.3 -0.2 -0.3 0.079
H 1.1268 -1.5553 -0.6627 -1.6 1.9 0.6 0.166
H 0.3280 1.9539 -0.5729 -0.3 -1.0 -0.2 0.192
H -1.0314 1.8455 0.3064 -1.5 0.2 -0.1 0.164

---

12
Properties=species:S:1:pos:R:3:forces:R:3:lowdin_charge:R:1 method="wB97M-V/def2-TZVPD" homo_energy_ev=-9.878 multiplicity=1 relative_energy_kcal_mol=36.1 orbital_gap_ev=10.0
S -1.2549 0.1686 -0.3089 3.0 -0.1 1.4 0.611
Si 1.8320 0.7931 0.2119 0.0 1.1 2.0 0.477
O -1.2887 0.7832 -1.6021 -0.1 -0.8 0.8 -0.290
O -1.6272 0.8758 0.8833 0.1 -0.4 -0.8 -0.311
N -1.9774 -1.3295 -0.2604 -0.1 3.3 -0.3 -0.055
N 0.6508 -0.4371 -0.0425 -3.0 3.3 -1.6 -0.278
H 1.8561 1.7570 -0.8727 0.3 -0.1 -0.7 -0.091
H -1.5014 -1.7411 -1.0213 0.3 -2.0 -0.4 0.051
H 3.1799 0.3241 0.7498 -0.7 -0.2 -0.7 -0.076
H 1.3970 1.7502 1.3242 0.1 -0.6 -0.3 -0.080
H -1.9326 -1.5842 0.7107 0.2 -1.1 0.0 0.075
H 0.6666 -1.3602 0.2281 0.0 -2.2 0.8 -0.033

---

19
Properties=species:S:1:pos:R:3:forces:R:3:lowdin_charge:R:1 method="wB97M-V/def2-TZVPD" homo_energy_ev=-8.279 multiplicity=1 relative_energy_kcal_mol=111.1 orbital_gap_ev=8.3
O 0.4371 -0.1684 1.9567 0.1 -0.2 -0.1 0.003
C -0.4072 0.8787 -0.2327 -0.3 -0.3 -0.5 -0.524
C 0.1635 1.3031 -1.5751 0.1 0.0 0.0 -0.066
C -0.2497 1.9101 0.9338 0.0 0.1 0.2 -0.010
C -1.5907 0.0859 -0.2030 0.3 0.4 0.3 0.156
C 0.0948 -2.6897 -0.2772 0.0 0.0 0.0 -0.038
C 0.6262 0.7519 0.9456 0.1 0.3 0.0 -0.325
H -0.1333 -3.0556 0.7285 0.0 0.1 -0.1 0.030
H 0.2924 0.4270 -2.2186 0.0 0.1 0.1 0.078
H 0.1383 2.8746 0.6186 -0.1 -0.2 0.0 0.120
H 1.0824 -2.2153 -0.2996 -0.1 -0.1 0.0 0.028
H -1.7780 -0.1559 0.8623 0.0 0.0 -0.1 0.020
H 1.6536 0.8729 0.5970 -0.2 0.0 0.0 0.153
H 1.1357 1.8028 -1.4752 -0.1 -0.1 0.0 0.078
H 0.6712 -1.0433 1.6158 -0.1 0.1 0.1 0.076
H -1.0464 1.9407 1.6698 0.1 0.0 -0.1 0.121
H -0.5204 1.9928 -2.0812 0.1 -0.1 0.1 0.083
H -0.6710 -1.9748 -0.5993 0.1 -0.1 0.0 -0.010
H 0.1014 -3.5374 -0.9661 0.0 0.1 0.1 0.027

---

14
Properties=species:S:1:pos:R:3:forces:R:3:lowdin_charge:R:1 method="wB97M-V/def2-TZVPD" homo_energy_ev="-14.118 / -14.115" multiplicity=1 total_charge=+1 relative_energy_kcal_mol=196.8 orbital_gap_ev="7.2 / 7.3"
S -0.3829 -3.1603 1.2227 0.0 -0.2 0.1 0.239
N -0.7048 0.9983 -0.0513 -1.6 2.0 0.7 -0.067
N 0.9542 -0.0062 -0.5909 -0.7 0.1 1.0 -0.022
C 0.5859 1.0277 0.3291 3.4 1.6 0.7 0.185
C -1.9142 1.4890 0.5668 -1.4 -2.0 0.0 0.030
C 2.1603 -0.8283 -0.7766 0.1 1.4 -0.8 0.018
C -0.3278 -0.2354 -0.2520 -1.1 -4.1 -1.9 -0.118
H 2.5039 -0.4860 -1.7981 0.0 -0.8 1.2 0.124
H 1.7917 -1.8534 -0.8033 0.7 -0.1 0.3 0.077
H 2.9115 -0.5103 -0.0062 -0.8 -0.8 -0.7 0.127
H -1.8365 1.8957 1.5655 0.6 -0.3 0.3 0.107
H -2.5509 0.5230 0.5562 0.2 2.1 0.2 0.142
H -0.9288 -1.1478 0.0830 1.1 0.9 -0.4 0.061
H -2.2616 2.2940 -0.0447 -0.7 0.1 -0.6 0.098